Entry 1:
C17H14CrN4O6S | ωB97M-V/def2-TZVPD

Geometry as XYZ:
```
43
Properties=species:S:1:pos:R:3:forces:R:3
Cr -0.0522 -0.2372 -0.2711 -0.5743 -0.8831 0.0130
S 0.1269 -2.7187 -0.1205 0.4515 0.2914 0.0074
O 0.2790 -0.2291 1.7785 0.0483 0.2411 -0.2877
O 0.3261 -0.3154 -2.2024 -1.1469 0.1429 0.4459
O 1.9539 -0.1434 3.2931 0.1849 -0.0436 -0.2377
O -2.0040 0.0426 -0.2689 0.2239 -0.9062 0.0535
O 1.9434 -0.1711 -3.7274 0.1256 -0.0537 0.1430
O -3.6573 1.5403 -0.1698 0.4342 0.0654 -0.0242
N -2.4696 -2.7712 0.6371 0.1702 0.1960 -0.9238
N -0.1478 1.7682 -0.2574 -0.2058 1.4108 0.0276
N -2.1946 -2.6169 -1.5144 -0.0125 0.0805 0.5163
N 1.8524 -0.2540 -0.2660 1.3007 0.0629 0.3666
C -2.4803 1.2283 -0.2222 -0.7175 0.5475 0.0593
C 3.9086 -0.1826 -1.4335 -0.5648 -0.0147 -0.1835
C -1.6365 3.6496 -0.2220 0.0021 -0.2019 0.0247
C 3.8907 -0.1790 0.9884 0.0178 0.0235 -0.0821
C 2.5226 -0.2367 -1.4028 0.3847 0.0641 -0.3460
C -1.5452 -2.6793 -0.3354 0.0096 -0.6841 -0.1938
C 4.5825 -0.1645 -0.1966 -0.1226 -0.0109 0.3049
C -3.7108 -2.6951 0.0625 -0.4378 0.0202 -0.4525
C 0.7194 3.9926 -0.2363 -0.3238 0.1924 -0.0043
C 1.5558 -0.2422 -2.5802 0.7571 0.0243 -0.5662
C 2.4754 -0.2147 0.9518 -0.0076 -0.0169 0.4168
C 1.5441 -0.1987 2.0051 -0.3489 0.0101 0.3502
C -1.3901 2.2830 -0.2305 0.1021 0.0450 -0.0791
C -0.5659 4.5288 -0.2286 0.2467 -0.4708 0.0114
C 0.8789 2.6217 -0.2551 0.3721 -0.0567 0.0202
C -3.5425 -2.5935 -1.2772 -0.4031 -0.0596 0.2719
C -2.1421 -2.7461 2.0357 0.3206 0.0990 0.5404
H -1.7254 -2.4516 -2.3926 0.0665 -0.0123 0.1074
H -1.5910 -1.8258 2.2558 -0.1188 -0.1404 0.0237
H -1.5007 -3.5940 2.2823 -0.1001 0.0582 -0.0032
H -4.2614 -2.5071 -2.0635 -0.1595 0.0343 -0.1076
H -3.0564 -2.7851 2.6217 -0.0256 -0.0113 -0.0592
H 4.4295 -0.1479 -2.3743 -0.0085 -0.0334 -0.1303
H 1.5897 4.6303 -0.2279 0.0673 -0.0025 -0.0245
H 1.1647 -0.1564 3.8547 0.0550 0.0090 -0.2182
H -4.6060 -2.7088 0.6467 -0.1895 0.0157 0.0948
H -2.6613 3.9882 -0.2066 -0.0727 -0.0666 -0.0070
H 1.8720 2.1909 -0.2639 -0.0443 -0.0291 -0.0221
H 5.6612 -0.1392 -0.1856 0.1189 0.0197 0.0423
H -0.7172 5.5978 -0.2250 -0.0399 0.0567 0.0073
H 4.3810 -0.1553 1.9461 0.1651 -0.0131 0.1041
```
Forces are in eV/Å.

expectation value of S²	6.04
total energy	-2769.52327	a.u.
charge	0
LUMO energy (alpha / beta)	-0.0025 / -0.0146	Ha
2S+1	5
energy relative to the best compared isomer or geometry (same formula, charge and spin)	0.0	kJ/mol


Entry 2:
C17H14ErN4O8S2 | ωB97M-V/def2-TZVPD

Geometry as XYZ:
```
46
Properties=species:S:1:pos:R:3:forces:R:3
Er -0.4446 1.3542 0.1783 0.4447 0.3696 -1.7504
S 3.0600 -1.4032 1.0925 -0.1733 0.0455 0.0766
S -0.1405 -2.1197 1.5810 0.0855 0.0965 -0.2401
O 0.8532 2.8228 -1.4972 -0.2172 -0.1199 0.1209
O -0.2509 4.9084 3.7898 0.1248 0.1830 0.0677
O -0.0811 3.0615 1.4132 -0.1309 0.2696 0.4460
O -2.4034 3.8605 5.5170 -0.0852 0.1077 0.2410
O 0.7906 -2.4772 2.6198 0.0857 -0.0259 0.0824
O -2.0850 1.1960 1.5570 -0.2811 0.2491 0.5224
O -3.7405 1.6839 4.0411 -0.1876 -0.0852 0.0806
O -1.5343 -1.9928 1.8672 -0.0226 -0.0023 -0.0130
N 0.4252 -6.1650 -2.7370 -0.1069 -0.0505 0.1016
N 1.9549 0.7035 0.1321 -0.2708 -0.3089 -0.0060
N 0.6346 4.2923 -3.1758 0.0317 -0.0128 0.0381
N 0.3268 -0.7506 0.8491 0.4870 -0.2307 0.2161
C 1.0121 -4.3164 0.4009 -0.0022 0.0011 -0.0295
C 0.0381 -3.3361 0.3116 -0.0690 -0.0423 -0.0591
C -0.9089 3.0322 2.4246 0.0287 0.2411 0.1187
C -1.8483 2.0075 -1.7716 0.1208 0.1491 0.1141
C -2.7472 2.2772 3.6943 0.1863 -0.0015 -0.0746
C -0.6753 -4.2209 -1.8021 -0.0237 0.0181 -0.0288
C 3.3077 0.8515 -0.0370 -0.0668 0.3110 0.0746
C -1.3828 3.4503 -2.0773 -0.1173 -0.3338 0.0040
C 1.6495 -0.4471 0.6958 0.2077 -0.4770 0.0531
C 4.0642 -0.1668 0.4145 0.0035 -0.1168 -0.0106
C -2.0844 3.4318 4.4424 0.0362 -0.0524 -0.2411
C -0.8117 -3.2925 -0.7902 0.0505 -0.0444 0.0571
C -1.9259 2.0792 2.4926 -0.2460 0.0189 0.0961
C 0.3117 -5.2089 -1.7285 0.0457 0.0033 -0.0385
C -0.9478 3.9434 3.5638 -0.0374 -0.1863 -0.0631
C 0.1112 3.4932 -2.2165 0.0794 0.0338 0.0220
C 1.1465 -5.2514 -0.6142 0.0326 -0.0143 -0.0033
H 1.9072 -6.0220 -0.5462 -0.0218 0.0249 0.0088
H -1.7952 1.4413 -2.7098 0.0887 -0.1168 0.0031
H 0.0418 -5.9077 -3.6299 0.0173 0.0401 -0.0330
H -1.3371 -4.1905 -2.6610 0.0108 0.0023 0.0261
H 1.3157 -6.6258 -2.8065 0.0514 0.0196 -0.0118
H 1.6329 4.3990 -3.2201 0.0179 0.0052 0.0167
H 1.6572 -4.3400 1.2698 -0.0233 -0.0127 -0.0289
H -1.8431 3.8981 -2.9664 -0.0123 0.0988 -0.0341
H 3.6746 1.7663 -0.4808 -0.0264 -0.0471 0.0150
H -1.5817 -2.5319 -0.8390 0.0106 -0.0212 -0.0122
H -1.6220 4.1019 -1.2295 0.0158 0.0658 -0.0013
H 0.0499 4.9060 -3.7104 -0.0406 -0.0024 0.0041
H 5.1392 -0.2513 0.4249 -0.0682 0.0125 -0.0325
H -2.9133 2.0561 -1.5262 -0.0327 -0.0612 0.1050
```
Forces are in eV/Å.

expectation value of S²	3.75
total energy	-3288.83288	a.u.
charge	-1
LUMO energy (alpha / beta)	0.0808 / 0.0808	Ha
2S+1	4
energy relative to the best compared isomer or geometry (same formula, charge and spin)	21.3	kJ/mol


Entry 3:
C17H14F3N2ORuS | ωB97M-V/def2-TZVPD

Geometry as XYZ:
```
39
Properties=species:S:1:pos:R:3:forces:R:3
Ru 0.7597 0.1895 1.1301 -0.3224 0.2762 -0.1354
S -1.1856 1.7208 1.3727 0.0989 -0.1427 -0.0031
F -3.9924 1.7989 2.8984 -0.0359 -0.0112 -0.0701
F -5.5580 0.5862 2.0233 0.0837 0.0851 -0.0159
F -4.3417 1.8552 0.7597 0.0061 -0.0271 0.0746
O 1.0002 0.1132 3.2463 0.1637 0.0598 0.1046
N -1.1245 -0.8768 1.3408 -0.0424 -0.2492 -0.0028
N 2.3224 0.6908 4.9523 0.1431 0.0532 0.0958
C 3.0667 1.0705 2.6328 0.0888 -0.0064 -0.0271
C 2.8209 0.2702 1.3519 0.0508 0.0178 0.0207
C 2.0891 0.5959 3.6592 -0.4525 -0.1981 -0.1987
C 1.2398 1.2170 -4.1170 -0.0089 0.0798 -0.1018
C -3.3359 -0.0849 1.6484 -0.0900 0.0906 0.0171
C -3.7770 -1.3886 1.6640 -0.0560 -0.1610 0.0113
C 1.2727 1.1726 -5.4973 -0.0061 -0.0085 0.0743
C 0.9068 0.0920 -1.9824 0.0162 -0.0283 -0.2486
C 0.9491 0.0511 -3.3958 -0.0205 0.0238 0.3287
C -1.5563 -2.1489 1.3559 0.2016 0.2258 0.0101
C 0.8501 0.1300 -0.7467 0.1362 -0.0448 0.1724
C -4.3147 1.0519 1.8321 0.0197 -0.0417 -0.0035
C 1.0125 -0.0229 -6.1579 0.0028 0.0039 -0.0893
C 0.7235 -1.1823 -5.4468 -0.0061 0.0039 0.0779
C 0.6934 -1.1526 -4.0661 0.0243 -0.0824 -0.1001
C -2.8820 -2.4492 1.5090 -0.1739 0.0810 0.0321
C -1.9683 0.1637 1.4670 0.0875 -0.0277 0.0285
H 0.4754 -2.0457 -3.4962 -0.0062 0.0127 -0.0048
H 3.1865 1.0695 5.3006 -0.0111 -0.0020 0.0209
H 3.3469 0.6717 0.4931 0.0371 0.0687 0.0120
H -0.8010 -2.9141 1.2422 0.0241 -0.0030 -0.0061
H 1.0348 -0.0512 -7.2394 0.0010 -0.0008 0.0082
H 0.5222 -2.1067 -5.9705 0.0062 0.0125 -0.0057
H 2.8617 2.1352 2.4807 0.0028 0.0236 -0.0312
H 3.1093 -0.7748 1.4864 0.0606 -0.0373 -0.0168
H 4.0970 1.0004 2.9890 0.0185 -0.0208 -0.0123
H -4.8311 -1.5845 1.8023 -0.0063 -0.0131 -0.0087
H -3.2155 -3.4760 1.5160 -0.0177 0.0210 0.0027
H 1.6122 0.4048 5.6088 -0.0047 -0.0074 -0.0049
H 1.4355 2.1393 -3.5867 -0.0156 -0.0126 -0.0006
H 1.4957 2.0687 -6.0600 0.0024 -0.0134 -0.0045
```
Forces are in eV/Å.

expectation value of S²	6.07
total energy	-1633.33182	a.u.
charge	+1
LUMO energy (alpha / beta)	-0.0981 / -0.2042	Ha
2S+1	5
energy relative to the best compared isomer or geometry (same formula, charge and spin)	0.0	kJ/mol


Entry 4:
C17H14MnN6O8S | ωB97M-V/def2-TZVPD

Geometry as XYZ:
```
47
Properties=species:S:1:pos:R:3:forces:R:3
Mn -0.1283 -0.7341 0.1478 0.2726 -0.1574 -0.2778
S -0.4968 -3.1900 -1.9490 -0.1267 -0.0887 0.0462
O 1.8319 -1.2143 0.0799 -0.2105 -0.1984 0.2040
O 3.7722 -1.1410 1.2305 -0.0391 0.0806 -0.0206
O -1.0876 -2.1687 1.5034 0.4115 0.0354 0.3165
O -1.7307 0.3674 0.6499 -0.1451 -0.3319 0.1316
O 0.2268 -3.3102 -3.1793 0.0562 -0.0103 0.0377
O -2.1547 -0.8435 2.8032 0.2572 -0.0736 0.2008
O -2.6085 1.4536 2.4335 -0.1120 -0.2395 0.0049
O -0.0110 -3.8068 -0.7470 -0.0070 0.0099 -0.0289
N 0.0806 0.4859 -1.7833 0.0113 0.2670 -0.0456
N -0.6640 -1.6013 -1.5617 0.3415 0.4388 0.0824
N -0.7053 -0.6138 -3.7414 0.0397 0.0148 -0.0127
N -6.0731 -4.9515 -2.8333 -0.0143 -0.0890 -0.0254
N 0.5598 0.2420 1.6909 -0.1187 -0.0839 -0.2656
N -1.6500 -1.9996 2.5799 -0.5546 -0.0558 -0.3206
C 1.8559 -0.0047 2.0648 -0.0529 0.0579 0.1451
C 2.2950 0.5045 3.3116 0.0010 -0.0476 -0.0408
C -2.8661 -4.2880 -1.1648 0.0108 -0.0213 0.0635
C -0.4132 -0.5751 -2.4453 -0.3363 -0.2610 0.0836
C 0.3037 1.5979 -2.4712 -0.0033 -0.0748 -0.0013
C 0.0220 1.2792 3.7379 0.0470 0.0238 -0.0446
C -2.7247 -3.5742 -3.4613 0.0247 -0.0019 -0.0371
C -0.3372 0.7826 2.5169 0.0160 -0.2447 0.2349
C 2.4878 -0.8047 1.1005 0.1245 0.0332 -0.1463
C -2.1406 -3.7383 -2.2115 -0.0466 0.0352 -0.0726
C -4.1756 -4.6795 -1.3664 0.0045 0.0053 -0.0277
C 1.3930 1.1523 4.1083 -0.0467 0.0407 0.0294
C -1.7092 0.5960 1.9148 0.1491 0.8058 -0.1431
C -0.4401 0.4972 -4.4154 0.0145 0.0484 -0.0174
C -4.7776 -4.5207 -2.6182 0.0363 0.0434 0.0058
C 0.0703 1.6510 -3.8319 -0.0112 -0.0157 -0.0056
C -4.0332 -3.9635 -3.6639 -0.0076 -0.0102 0.0272
H -0.6633 0.4725 -5.4768 -0.0005 -0.0049 0.0002
H -2.1460 -3.1411 -4.2668 0.0111 0.0054 0.0156
H 1.7175 1.5452 5.0626 -0.0041 -0.0047 0.0024
H -2.3964 -4.4141 -0.1980 0.0148 0.0110 -0.0060
H 0.2600 2.5432 -4.4083 0.0017 0.0006 -0.0034
H 0.6808 2.4471 -1.9140 0.0051 0.0080 -0.0087
H 3.9827 -1.7421 0.5016 0.0138 -0.0196 -0.0146
H -3.4372 1.3409 1.9484 0.0019 0.0398 -0.0594
H 3.3191 0.3593 3.6242 0.0047 -0.0235 -0.0174
H -6.6546 -5.0794 -2.0238 -0.0069 0.0258 0.0046
H -6.5528 -4.5812 -3.6349 -0.0076 0.0274 0.0112
H -4.7392 -5.1207 -0.5532 -0.0047 -0.0003 0.0012
H -0.7104 1.7242 4.3929 -0.0086 0.0039 -0.0061
H -4.4878 -3.8449 -4.6402 -0.0067 -0.0035 0.0004
```
Forces are in eV/Å.

expectation value of S²	8.81
total energy	-3135.84851	a.u.
charge	0
LUMO energy (alpha / beta)	-0.0484 / -0.0310	Ha
2S+1	6
energy relative to the best compared isomer or geometry (same formula, charge and spin)	174.6	kJ/mol


Entry 5:
C17H14N2O3 | ωB97M-V/def2-TZVPD

Geometry as XYZ:
```
36
Properties=species:S:1:pos:R:3:forces:R:3
O -6.4214 0.3919 1.1684 -0.0816 0.1214 0.0066
O 1.7043 -1.2805 1.8719 -0.0404 -0.2956 -0.0182
O -4.8056 2.5566 1.0479 -0.0917 -0.1395 0.0113
N 2.4298 0.5385 0.7360 0.0851 0.2185 -0.0106
N 0.1002 2.9525 0.9231 -0.0334 0.0788 -0.0397
C -4.2242 1.3336 1.2576 0.0915 -0.1565 0.0235
C 3.4687 -0.4604 -1.2302 0.0505 0.0488 -0.0245
C -3.1999 -1.2011 1.6925 0.2490 0.1842 -0.0098
C -4.5610 -1.0349 1.5530 -0.2884 0.2749 -0.0610
C 4.4871 -0.2262 -2.1430 -0.0234 -0.0146 0.1374
C 0.0732 1.8257 1.1596 -0.1852 0.8779 -0.2002
C 2.2828 -1.0328 -1.6765 0.0164 0.0033 0.0365
C 4.3249 -0.5577 -3.4768 0.0401 -0.0265 -0.1640
C 2.1168 -1.3565 -3.0099 -0.0589 -0.0496 0.0044
C -2.8657 1.1627 1.3918 -0.1126 -0.1184 0.0199
C -2.3236 -0.1133 1.6015 -0.6047 0.0798 0.0392
C 1.4940 -0.1835 1.3965 0.0630 0.2119 0.0937
C 0.1368 0.4569 1.4495 -0.2389 -1.3938 0.3893
C 3.1377 -1.1188 -3.9146 0.0375 -0.0174 -0.1161
C -0.9133 -0.3691 1.6778 0.6413 0.3206 -0.1200
C 3.6273 -0.0915 0.2262 0.1367 -0.1877 0.1082
C -5.0926 0.2281 1.3243 0.4113 0.1837 0.0176
H 1.1889 -1.7980 -3.3421 -0.0736 -0.0380 -0.0366
H -4.1216 3.2346 1.0072 -0.0772 -0.0138 -0.0093
H 5.4124 0.2198 -1.8070 0.0948 0.0632 0.0371
H -0.6357 -1.3950 1.8967 0.1145 0.0166 -0.0326
H -2.2178 2.0247 1.3321 -0.0584 0.0917 -0.0160
H -5.2362 -1.8726 1.6132 -0.0960 -0.1100 0.0018
H 1.4835 -1.2288 -0.9757 -0.0596 -0.0219 0.0383
H 2.1564 1.4085 0.3021 -0.0481 -0.0891 0.0404
H 5.1249 -0.3715 -4.1790 0.0514 0.0242 -0.0401
H 3.7805 -0.9926 0.8286 0.0720 0.1755 -0.0547
H 4.4809 0.5768 0.3651 -0.0390 -0.1063 -0.0174
H -2.7996 -2.1895 1.8606 0.0565 -0.0936 0.0202
H 3.0050 -1.3707 -4.9569 0.0137 -0.0064 -0.0632
H -6.5975 1.3341 1.0287 -0.0143 -0.0963 0.0090
```
Forces are in eV/Å.

total energy	-991.45692	a.u.
charge	0
SMILES	N#C/C(=C\c1ccc(O)c(O)c1)C(=O)NCc1ccccc1
LUMO energy	-0.0212	Ha
energy relative to the best compared isomer or geometry (same formula, charge and spin)	196.1	kJ/mol


Entry 6:
C17H14N4O5S | ωB97M-V/def2-TZVPD

Geometry as XYZ:
```
41
Properties=species:S:1:pos:R:3:forces:R:3
S -0.9095 3.2711 -2.8447 9.7651 -1.4797 -2.9231
O -0.6104 -1.1833 -0.1944 -0.5923 0.3638 0.2343
O 4.1087 -2.4833 3.8068 -2.5034 1.2632 -1.5634
O 0.8259 1.3275 -3.0034 -2.6446 -4.9162 0.0751
O 1.0432 -1.2579 -1.3921 12.7812 -0.5754 -8.9389
O -3.6421 0.0299 -1.3569 -2.3017 3.4254 1.3575
N 3.4117 -2.0516 1.4576 0.5546 -0.4684 3.4857
N 2.4424 -1.8226 0.5816 18.3515 -3.5546 -3.6087
N -1.2510 0.7377 -2.1502 3.1590 -1.8528 -1.3540
N -5.1239 1.8531 -0.9074 0.9157 -5.1940 0.7124
C -1.9498 4.3533 -2.7532 -11.4375 4.0978 3.7680
C 1.5092 -1.7778 4.6548 -1.4770 0.9920 -4.0019
C 0.1966 -1.4541 4.9806 5.7132 -0.8811 8.3291
C 1.3648 -1.5712 0.8554 -9.5208 2.3389 -2.8865
C -3.1672 2.1420 -1.8564 10.8294 13.2205 -4.9087
C -3.9985 1.3159 -1.3061 -0.0265 -7.5231 0.2711
C -0.4967 -0.9857 4.0369 -9.6752 0.7211 -6.1864
C 0.4913 -0.9753 -2.4833 -4.4541 -5.7469 -8.1171
C 4.8274 -2.3693 1.1013 -0.1171 -1.0754 0.0797
C -0.2612 -1.1315 2.6668 1.8082 -0.5592 -0.4005
C 0.6166 -1.2782 -0.3626 -11.8939 -0.6358 15.8861
C -3.2229 3.7757 -2.1182 4.3468 -4.1039 -1.5224
C 0.0387 0.3031 -2.7226 -2.3476 11.4319 2.7850
C 3.1572 -2.1035 3.1138 7.4066 -2.3074 -4.3067
C 0.9810 -1.6030 2.0939 -4.1245 2.6203 11.0763
C -1.6250 2.0817 -2.1710 -7.3823 -8.2531 2.3438
C 1.8920 -1.7316 3.2298 -5.0570 -0.2995 2.5100
H -1.8550 5.4452 -2.7958 0.2674 -0.8081 -0.3815
H 4.9129 -2.1823 -0.0243 0.2618 -0.3968 1.7396
H -1.0030 -0.8764 1.9844 -1.2952 0.3799 -0.8901
H 2.3678 -1.9673 5.1931 1.0636 -0.5099 2.0206
H 1.2376 -1.0872 -3.2759 -0.1380 -0.6918 -0.0661
H -0.0904 -1.2371 6.1008 0.4344 -1.0618 -2.2676
H -1.7435 -0.9322 4.2472 3.5618 0.7820 -0.4547
H -5.2240 2.7590 -1.0216 -1.3690 4.9164 -0.2267
H -1.9821 0.0725 -1.6725 1.0767 1.1507 -1.0829
H 5.5636 -1.7802 1.7668 -1.3881 -0.5105 -1.3211
H 5.0502 -3.4874 1.4352 -0.5255 2.1655 -1.1132
H -0.5059 -1.8423 -2.6571 2.8096 2.5671 0.2205
H -4.0261 4.3405 -1.8559 -2.1679 1.8167 0.4889
H -5.6808 1.1428 -0.5796 -2.6673 -0.8479 1.1386
```
Forces are in eV/Å.

total energy	-1649.11257	a.u.
charge	0
SMILES	Cn1nc(C(=O)OCC(=O)Nc2sccc2C(N)=O)c2ccccc2c1=O
LUMO energy	-0.0162	Ha
energy relative to the best compared isomer or geometry (same formula, charge and spin)	424.1	kJ/mol


- Among the records above, which one has the highest total energy?
  C17H14N2O3